ORCA calculation (ωB97M-V/def2-TZVPD) on a structure of composition C42H38CaN8O4S in a non-equilibrium geometry.

Output
energy above the lowest of the compared OMol25 structures with the same formula, charge and spin = 140.1 kJ/mol
total energy = -3438.2341 Eh
Kohn-Sham gap = 0.187 Eh
LUMO = 4.13 eV

Geometry as ORCA input:
```
! wB97M-V def2-TZVPD RIJCOSX def2/J DEFGRID3
* xyz -2 1
Ca -1.3875 -0.2726 0.0272
C 4.7984 -3.5202 0.4128
C 3.7209 -2.5189 0.7557
C 3.4488 -2.1515 2.0719
C 2.4352 -1.2578 2.3739
C 1.6298 -0.6725 1.3762
N 0.4888 0.0694 1.6703
C 0.5389 0.9495 2.7028
C 1.6906 1.7292 2.9930
C 1.7184 2.6998 3.9711
C 0.5927 2.9808 4.7491
C 0.5872 4.0836 5.7765
C -0.5363 2.2190 4.5028
C -0.5735 1.2272 3.5309
N -1.7866 0.4641 3.4421
C -2.5231 0.0598 4.5018
C -3.6295 -0.5908 4.0166
C -3.4798 -0.5402 2.6202
N -2.3650 0.0965 2.2777
C 1.9656 -0.9798 0.0379
C 2.9651 -1.9082 -0.2371
N 1.3787 -0.3225 -1.0778
C 1.6768 1.4161 -2.6454
C 0.5685 0.7126 -3.3912
C -0.1176 -0.3207 -2.7964
N 0.1674 -0.9054 -1.6169
H 5.5313 -3.6011 1.2204
H 5.3307 -3.2318 -0.4967
H 4.3832 -4.5198 0.2452
H 4.0379 -2.5804 2.8798
H 2.2193 -1.0259 3.4109
H 2.5706 1.5495 2.3871
H 2.6273 3.2782 4.1204
H 1.5648 4.1819 6.2553
H -0.1517 3.8910 6.5583
H 0.3413 5.0542 5.3285
H -1.4401 2.4212 5.0708
H -2.1952 0.2467 5.5102
H -4.4143 -1.0628 4.5834
H -4.1301 -0.9547 1.8628
H 3.1662 -2.1148 -1.2853
H 1.6723 2.4960 -2.8497
H 0.2180 1.1212 -4.3318
H -0.9888 -0.7443 -3.2892
C -3.1052 -5.4792 -5.7059
C -3.2066 -4.7634 -4.3816
C -4.4409 -4.4448 -3.8308
C -4.5300 -3.7426 -2.6313
C -3.3730 -3.3679 -1.9705
C -2.1242 -3.6779 -2.5071
C -2.0521 -4.3751 -3.6994
S -3.4418 -2.2210 -0.6043
O -4.7901 -2.3018 -0.0678
O -2.3682 -2.6170 0.3137
N -3.0393 -0.8888 -1.2646
C -3.9705 0.1861 -1.6139
C -3.2869 1.5696 -1.4288
O -3.8769 2.5407 -1.9093
O -2.1859 1.5649 -0.7770
H -4.0718 -5.8850 -6.0093
H -2.3888 -6.3025 -5.6581
H -2.7667 -4.7982 -6.4913
H -5.3480 -4.7393 -4.3499
H -5.4891 -3.4842 -2.1982
H -1.2255 -3.3378 -1.9986
H -1.0794 -4.6066 -4.1230
H -4.8678 0.1636 -0.9917
H -4.2980 0.1225 -2.6535
C -1.2998 5.6331 3.2005
C -0.3488 5.2155 2.2852
C -0.5804 4.0417 1.5755
N -1.6651 3.2943 1.7405
C -2.5750 3.7064 2.6180
C -2.4433 4.8670 3.3696
H -1.1506 6.5391 3.7772
H 0.5623 5.7791 2.1262
H 0.1411 3.6733 0.8512
H -3.4486 3.0677 2.7277
H -3.2143 5.1562 4.0737
C 1.3956 1.1342 -1.1482
C 3.0909 0.9141 -2.9384
C 4.1858 1.4648 -2.2699
C 5.4675 0.9717 -2.4438
C 5.6873 -0.0844 -3.3228
C 4.6104 -0.6266 -4.0191
C 3.3318 -0.1311 -3.8231
C 7.0178 -0.6173 -3.5122
N 8.0752 -1.0421 -3.6638
H 0.4275 1.5806 -0.8970
H 2.1537 1.5294 -0.4702
H 4.0264 2.2896 -1.5829
H 6.3021 1.3966 -1.8996
H 4.7849 -1.4481 -4.7034
H 2.4770 -0.5701 -4.3252
*
```